Entry from the OMol25 dataset: a 6-piece molecular cluster, C22H35NO18S overall (wB97M-V/def2-TZVPD).

Largest force on an atom, eV/A: 1.90
LUMO, eV: 0.346
HOMO, eV: -8.18
Energy, Ha: -2666.4765

The geometry in ORCA input format:
```
! wB97M-V def2-TZVPD RIJCOSX def2/J DEFGRID3
* xyz 0 1
S -4.074 1.282 1.971
O 1.224 -0.300 -1.418
O 4.966 0.704 -1.947
O -2.747 1.413 -0.530
O 4.822 2.489 -0.574
O 2.196 1.530 7.122
O -0.974 -2.780 -7.377
O 0.571 -0.176 -3.542
O -2.772 -0.584 -1.533
O -5.372 0.624 2.781
O -3.901 2.578 2.554
O 0.789 -2.196 -2.565
O -1.087 -3.695 -5.353
O 4.662 0.439 0.271
O -4.520 0.765 -1.773
O 2.578 1.919 4.940
O 0.473 1.705 5.728
O -2.957 0.235 2.631
O -2.901 -2.675 -6.201
N -5.168 0.177 4.099
C -3.302 0.607 -1.216
C -0.048 1.169 6.952
C 0.375 -3.077 -6.988
C -3.158 -2.279 -3.216
C 1.019 1.562 7.951
C 1.001 2.160 -4.082
C 3.905 0.893 2.561
C 1.156 0.637 9.134
C 0.538 1.175 -3.039
C -3.783 -1.374 -2.192
C -1.766 -3.023 -6.308
C 1.445 1.056 -1.834
C 0.177 -4.113 -5.901
C -4.678 -0.286 -2.748
C 4.365 2.646 0.776
C 4.833 1.162 -0.854
C 4.769 1.330 1.407
C 1.250 -4.139 -4.842
C -0.952 1.534 2.617
C -1.665 0.454 2.203
C 1.820 1.740 5.841
C 0.854 -1.006 -2.510
H 0.837 -2.162 -6.609
H 2.235 -4.234 -5.300
H -4.697 0.909 4.623
H -4.308 -1.949 -1.425
H -2.617 -3.090 -2.729
H 2.498 1.174 -2.098
H -0.546 2.278 1.938
H 2.902 0.635 2.219
H -1.019 1.605 7.171
H 0.876 2.593 8.285
H 1.216 -3.226 -4.244
H 1.914 1.806 -4.562
H 4.840 3.509 1.234
H -0.151 0.087 6.843
H -0.487 1.393 -2.733
H 0.248 2.281 -4.860
H -4.329 0.086 -3.713
H -0.785 1.680 3.679
H 1.542 -0.332 8.817
H 1.102 -4.979 -4.165
H 0.192 0.498 9.624
H 0.036 -5.107 -6.335
H -3.909 -2.713 -3.873
H 3.834 1.673 3.315
H -4.598 -0.661 4.066
H 0.943 -3.445 -7.838
H -1.228 -0.350 1.614
H 1.188 3.134 -3.629
H 4.324 0.004 3.032
H 3.282 2.786 0.770
H 1.188 1.748 -1.035
H -2.440 -1.725 -3.817
H -5.720 -0.581 -2.827
H 1.856 1.044 9.863
H 5.820 1.347 1.707
*
```